No. 1
The following is a DFT calculation (ωB97M-V with the def2-TZVPD basis set) of a cluster of 7 separate species, C11H36O7 in total in a non-equilibrium geometry.

Geometry as XYZ:
```
54
Properties=species:S:1:pos:R:3:nbo_charge:R:1
C -1.047 0.297 -3.873 -0.63
C -0.280 -0.090 -2.597 -0.06
O 0.981 0.546 -2.470 -0.79
H -1.389 1.365 -3.798 0.21
H -1.882 -0.287 -4.097 0.21
H -0.341 0.312 -4.655 0.21
H -0.063 -1.177 -2.534 0.15
H -0.886 0.129 -1.683 0.18
H 1.727 -0.062 -2.200 0.51
C 1.248 -2.293 -0.365 -0.63
C 2.772 -2.134 -0.471 -0.06
O 3.062 -1.234 -1.456 -0.73
H 0.827 -1.378 -0.152 0.21
H 0.940 -3.070 0.353 0.23
H 0.870 -2.690 -1.313 0.21
H 3.302 -3.084 -0.717 0.15
H 3.289 -1.956 0.539 0.16
H 3.983 -1.015 -1.339 0.48
C -2.645 5.096 -2.009 -0.64
C -2.404 4.072 -0.906 -0.07
O -2.044 2.853 -1.497 -0.71
H -2.668 6.130 -1.711 0.21
H -3.547 4.899 -2.622 0.21
H -1.868 5.024 -2.762 0.20
H -3.282 3.826 -0.305 0.17
H -1.635 4.283 -0.244 0.16
H -1.076 2.862 -1.581 0.46
C 1.953 2.207 2.121 -0.64
C 1.737 1.549 0.752 -0.06
O 0.694 2.233 0.072 -0.77
H 3.024 2.007 2.329 0.21
H 1.371 1.654 2.841 0.21
H 1.766 3.290 2.245 0.23
H 1.422 0.478 0.852 0.17
H 2.602 1.558 0.073 0.17
H 0.942 2.511 -0.805 0.49
C 0.632 -2.914 3.440 -0.25
O 1.704 -2.414 2.695 -0.72
H 0.180 -3.805 3.044 0.17
H -0.107 -2.216 3.760 0.19
H 1.044 -3.271 4.430 0.15
H 2.341 -3.150 2.649 0.47
C -1.945 -3.478 1.118 -0.25
O -2.012 -4.639 0.282 -0.73
H -1.736 -3.705 2.150 0.17
H -2.902 -3.044 1.110 0.17
H -1.202 -2.727 0.801 0.17
H -2.038 -4.339 -0.672 0.47
C -0.952 -0.095 2.145 -0.26
O -1.388 0.668 0.981 -0.74
H -1.635 -0.904 2.423 0.18
H -0.772 0.576 2.962 0.16
H -0.007 -0.506 1.906 0.16
H -0.681 1.258 0.778 0.49
```

Properties
E: -967.221420 Ha
E_LUMO: 0.4 eV
highest occupied orbital energy: -9.5 eV
gap between HOMO and LUMO: 9.89 eV
largest force on an atom: 0.074 hartree/bohr

---

No. 2
The following is a DFT calculation (ωB97M-V with the def2-TZVPD basis set) of a cluster of 2 separate species, C5H8O2 in total in a non-equilibrium geometry.

Geometry as XYZ:
```
15
Properties=species:S:1:pos:R:3:nbo_charge:R:1
O 2.575 0.602 0.707 -0.72
C 1.637 -0.220 0.028 -0.06
C 0.286 0.388 0.401 -0.49
C -0.821 0.494 -0.600 -0.17
C -2.085 0.730 -0.257 -0.41
C -1.564 -1.979 0.399 0.50
O -1.735 -2.582 -0.549 -0.52
H 3.465 0.266 0.560 0.47
H 1.753 -1.272 0.340 0.16
H 1.791 -0.192 -1.063 0.16
H -0.043 0.038 1.386 0.23
H 0.476 1.459 0.485 0.25
H -0.497 0.583 -1.636 0.20
H -2.840 0.992 -0.989 0.20
H -2.397 0.692 0.787 0.20
```

Properties
E: -345.735607 Ha
E_LUMO: 0.9 eV
highest occupied orbital energy: -9.5 eV
gap between HOMO and LUMO: 10.43 eV
largest force on an atom: 0.029 hartree/bohr

---

No. 3
The following is a DFT calculation (ωB97M-V with the def2-TZVPD basis set) of a cluster of 8 separate species, C9H34O9 in total in a non-equilibrium geometry.

Geometry as XYZ:
```
52
Properties=species:S:1:pos:R:3:nbo_charge:R:1
C -0.964 0.452 -0.395 -0.24
O -0.067 1.480 -0.093 -0.74
H -0.564 -0.474 -0.807 0.17
H -1.409 0.337 0.594 0.18
H -1.585 0.914 -1.162 0.16
H -0.269 2.261 -0.614 0.47
C 4.738 -5.008 -0.327 -0.26
O 5.819 -4.773 -1.304 -0.72
H 3.981 -4.245 -0.510 0.18
H 4.336 -6.018 -0.400 0.17
H 4.973 -4.812 0.719 0.17
H 6.646 -4.945 -0.848 0.46
C -1.077 7.137 -0.857 -0.25
O -0.608 6.259 -1.891 -0.74
H -1.945 6.575 -0.511 0.17
H -0.360 7.098 -0.037 0.19
H -1.309 8.143 -1.209 0.17
H -1.302 6.113 -2.538 0.47
C -4.299 -3.958 -5.303 -0.26
O -4.636 -5.297 -4.935 -0.72
H -3.218 -3.910 -5.432 0.17
H -4.582 -3.621 -6.301 0.17
H -4.631 -3.287 -4.511 0.17
H -5.300 -5.612 -5.553 0.47
C -1.566 -6.174 0.709 -0.24
O -2.585 -5.391 0.096 -0.73
H -1.194 -5.712 1.623 0.18
H -1.806 -7.222 0.892 0.16
H -0.749 -6.173 -0.013 0.16
H -2.852 -5.725 -0.764 0.47
C -1.714 0.883 6.587 -0.25
O -2.963 1.299 7.215 -0.73
H -1.351 1.658 5.912 0.19
H -0.927 0.729 7.326 0.16
H -1.796 -0.107 6.139 0.17
H -3.258 0.588 7.789 0.46
C -5.181 5.043 -5.351 -0.26
O -3.790 5.417 -5.740 -0.74
H -5.289 4.180 -4.693 0.19
H -5.674 5.876 -4.850 0.17
H -5.679 4.976 -6.318 0.17
H -3.842 5.746 -6.640 0.47
C 6.773 0.688 3.827 -0.09
C 5.409 0.517 3.186 -0.09
O 4.479 1.506 3.509 -0.72
O 7.391 1.830 3.217 -0.73
H 7.442 -0.143 3.604 0.18
H 6.807 0.769 4.913 0.17
H 5.024 -0.456 3.493 0.15
H 5.593 0.435 2.115 0.17
H 3.860 1.537 2.776 0.48
H 7.069 2.617 3.664 0.47
```

Properties
E: -1040.229609 Ha
E_LUMO: 0.4 eV
highest occupied orbital energy: -10.0 eV
gap between HOMO and LUMO: 10.48 eV
largest force on an atom: 0.045 hartree/bohr

---

No. 4
The following is a DFT calculation (ωB97M-V with the def2-TZVPD basis set) of a structure of composition C33H46BF3N6O5Pt in a non-equilibrium geometry.

Geometry as XYZ:
```
95
Properties=species:S:1:pos:R:3:mulliken_spin:R:1
Pt -1.001 -0.823 -0.892 1.38
C 2.417 -2.347 -3.667 0.00
C 1.746 -2.638 -2.325 0.03
C 2.185 -3.996 -1.777 0.00
C 2.040 -1.546 -1.344 -0.03
C 3.282 -1.061 -0.929 0.00
C 3.010 -0.064 -0.006 0.00
C 3.979 0.804 0.742 0.00
C 4.971 -0.057 1.526 0.00
C 4.705 1.745 -0.220 0.00
N 1.675 0.043 0.105 -0.03
N 1.083 -0.869 -0.707 0.17
B 0.756 0.920 1.004 -0.03
N -0.103 1.861 0.118 -0.06
N -0.878 1.327 -0.865 0.31
C -1.380 2.314 -1.594 -0.02
C -0.952 3.530 -1.056 -0.01
C -0.144 3.210 0.019 -0.01
C 0.462 4.207 0.970 0.00
C 1.985 4.173 1.103 0.00
C -0.249 4.153 2.324 0.00
C -2.223 2.074 -2.810 -0.03
C -1.337 1.946 -4.051 0.00
C -3.259 3.181 -2.996 0.00
N -0.100 -0.035 1.858 -0.03
N -1.200 -0.674 1.365 0.16
C -1.700 -1.412 2.359 0.01
C -0.883 -1.284 3.489 0.01
C 0.127 -0.415 3.131 0.00
C 1.327 0.009 3.935 0.00
C 1.652 -1.051 4.988 0.00
C 1.147 1.376 4.603 0.00
C -2.956 -2.244 2.309 0.01
C -3.779 -2.069 1.049 0.03
C -3.822 -1.929 3.535 0.00
H 2.132 -3.098 -4.405 0.00
H 3.506 -2.367 -3.570 0.00
H 2.126 -1.368 -4.049 0.00
H 0.670 -2.649 -2.487 0.00
H 3.270 -4.025 -1.652 0.00
H 1.906 -4.792 -2.469 0.00
H 1.735 -4.207 -0.806 0.00
H 4.253 -1.397 -1.251 0.00
H 3.414 1.409 1.451 0.00
H 5.578 -0.663 0.851 0.00
H 4.457 -0.734 2.211 0.00
H 5.648 0.571 2.109 0.00
H 5.326 1.176 -0.916 0.00
H 5.352 2.433 0.327 0.00
H 3.999 2.332 -0.809 0.00
H 1.415 1.577 1.735 0.00
H -1.192 4.523 -1.398 0.00
H 0.218 5.170 0.511 0.00
H 2.330 3.352 1.727 0.00
H 2.328 5.101 1.564 0.00
H 2.467 4.086 0.127 0.00
H -0.228 3.144 2.736 0.00
H -1.295 4.445 2.224 0.00
H 0.227 4.825 3.041 0.00
H -2.754 1.137 -2.649 0.00
H -0.787 2.877 -4.212 0.00
H -1.945 1.759 -4.940 0.00
H -0.614 1.136 -3.952 0.00
H -2.775 4.137 -3.207 0.00
H -3.882 3.303 -2.110 0.00
H -3.909 2.950 -3.841 0.00
H -1.011 -1.770 4.440 0.00
H 2.176 0.070 3.247 0.00
H 0.912 -1.046 5.791 0.00
H 2.624 -0.843 5.437 0.00
H 1.678 -2.053 4.558 0.00
H 0.142 1.475 5.018 0.00
H 1.306 2.196 3.905 0.00
H 1.861 1.491 5.421 0.00
H -2.646 -3.293 2.388 0.00
H -4.022 -1.018 0.882 0.00
H -4.711 -2.628 1.145 0.00
H -3.272 -2.425 0.150 -0.02
H -4.157 -0.890 3.497 0.00
H -3.293 -2.077 4.475 0.00
H -4.704 -2.571 3.542 0.00
O -4.835 -1.442 -5.919 0.06
C -4.114 -1.612 -4.963 0.02
C -4.516 -1.534 -3.479 -0.15
O -5.618 -1.675 -3.033 0.13
C -3.245 -1.304 -2.725 0.28
C -2.121 -1.454 -3.603 0.25
O -0.948 -1.263 -3.237 0.31
C -2.594 -1.822 -4.983 -0.13
O -1.939 -2.245 -5.891 0.11
O -3.132 -0.976 -1.518 0.29
F -1.954 -5.479 -0.047 0.06
C -1.566 -4.265 -0.365 0.77
F -1.330 -4.163 -1.661 0.07
F -0.531 -3.885 0.350 0.07
```

Properties
E: -2433.558815 Ha
E_LUMO (alpha / beta): -0.5 / -2.6 eV
2S+1: 5
highest occupied orbital energy (alpha / beta): -8.1 / -9.1 eV
gap between HOMO and LUMO (alpha / beta): 7.58 / 6.57 eV
largest force on an atom: 0.022 hartree/bohr

---

No. 5
The following is a DFT calculation (ωB97M-V with the def2-TZVPD basis set) of a cluster of 2 separate species, C18H35F5N4O4P in total in a non-equilibrium geometry.

Geometry as XYZ:
```
67
Properties=species:S:1:pos:R:3:nbo_charge:R:1
C 4.572 -2.415 -0.395 -0.65
C 4.661 -2.118 -1.890 -0.08
O 3.404 -1.776 -2.516 -0.81
P 2.808 -0.342 -2.147 2.41
O 2.085 -0.324 -0.868 -1.14
C 1.655 0.086 -3.480 -0.83
C 0.417 -0.796 -3.536 -0.21
N -0.529 -0.715 -2.402 -0.28
C -1.289 -1.745 -2.179 0.45
C -1.353 -3.070 -2.934 -0.27
N -2.321 -4.017 -2.436 -0.81
N -2.095 -1.518 -1.163 -0.50
C -1.818 -0.220 -0.723 0.27
N -2.545 0.360 0.334 -0.82
C -0.854 0.308 -1.469 0.16
C -0.211 1.666 -1.452 -0.44
C -0.402 2.422 -0.111 -0.39
C 0.138 1.642 1.101 -0.50
C 1.139 2.420 1.942 0.63
F 0.864 3.741 1.984 -0.32
F 2.407 2.227 1.513 -0.33
C 1.127 1.930 3.426 0.92
F 0.099 2.441 4.091 -0.30
F 1.067 0.588 3.436 -0.32
F 2.246 2.283 4.047 -0.30
O 3.995 0.710 -2.278 -0.82
C 4.480 1.297 -1.037 -0.07
C 3.892 2.688 -0.884 -0.63
H 4.064 -1.645 0.187 0.23
H 4.071 -3.364 -0.195 0.22
H 5.591 -2.491 -0.005 0.23
H 5.452 -1.385 -2.063 0.19
H 4.993 -3.036 -2.376 0.20
H 1.423 1.149 -3.483 0.27
H 2.188 -0.078 -4.426 0.27
H -0.154 -0.668 -4.459 0.23
H 0.769 -1.829 -3.562 0.23
H -1.659 -2.821 -3.960 0.23
H -0.368 -3.530 -3.030 0.24
H -2.010 -4.516 -1.614 0.38
H -3.245 -3.629 -2.316 0.36
H -2.788 -2.131 -0.769 0.45
H -3.514 0.073 0.227 0.39
H -2.243 0.034 1.246 0.39
H -0.643 2.289 -2.242 0.23
H 0.865 1.619 -1.588 0.24
H 0.086 3.393 -0.204 0.23
H -1.467 2.589 0.035 0.23
H 0.632 0.701 0.843 0.27
H -0.666 1.385 1.790 0.22
H 4.359 0.658 -0.165 0.20
H 5.556 1.423 -1.178 0.20
H 4.159 3.133 0.075 0.24
H 4.331 3.341 -1.642 0.22
H 2.808 2.715 -1.004 0.20
C -5.703 -0.784 4.875 -0.63
C -4.625 -0.469 3.851 0.09
C -4.400 1.029 3.724 -0.63
O -4.999 -1.006 2.576 -0.74
H -6.657 -0.340 4.578 0.20
H -5.859 -1.860 4.947 0.22
H -5.435 -0.403 5.861 0.22
H -3.693 -0.958 4.140 0.18
H -5.312 1.532 3.389 0.20
H -3.629 1.239 2.979 0.20
H -4.093 1.467 4.674 0.22
H -5.823 -0.582 2.312 0.46
```

Properties
E: -2067.449530 Ha
E_LUMO: -2.4 eV
highest occupied orbital energy: -12.6 eV
gap between HOMO and LUMO: 10.21 eV
total charge: +1
largest force on an atom: 0.057 hartree/bohr

---

No. 6
The following is a DFT calculation (ωB97M-V with the def2-TZVPD basis set) of a structure of composition H2KO.

Geometry as XYZ:
```
4
Properties=species:S:1:pos:R:3:nbo_charge:R:1
O -0.486 0.107 -0.008 -1.00
H -1.328 -0.392 -0.109 0.50
H -0.640 0.953 -0.487 0.49
K 2.453 -0.669 0.605 1.00
```

Properties
E: -676.180230 Ha
E_LUMO: -4.3 eV
highest occupied orbital energy: -16.0 eV
gap between HOMO and LUMO: 11.71 eV
total charge: +1
largest force on an atom: 0.019 hartree/bohr

---

Which formula does entry 4 have? C33H46BF3N6O5Pt

---

The highest largest force on an atom belongs to which entry? C11H36O7

---

The highest largest force on an atom belongs to which entry? C11H36O7